[1]
Formula: C5H9N2O2
Source: the OMol25 dataset
Level of theory: ωB97M-V/def2-TZVPD

Structure (XYZ):
```
18
C5H9N2O2 (ωB97M-V/def2-TZVPD)
N 0.11 -1.43 0.20
C -0.72 -0.42 -0.58
C -0.99 0.87 0.20
C 0.27 1.55 0.66
C 1.42 1.35 0.02
C 2.60 0.98 -0.53
N 3.33 -0.09 0.05
O 4.52 -0.07 -0.13
O 2.70 -1.04 0.59
H 0.09 -2.36 -0.23
H 0.04 -1.50 1.19
H 1.30 -1.26 0.31
H -0.28 -0.26 -1.56
H -1.60 -0.81 -0.90
H -1.49 1.68 -0.40
H -1.63 0.67 0.98
H 0.11 2.25 1.37
H 3.16 1.40 -1.37
```

Values from the calculation:
Max |F|: 5.252 eV/A
Net charge: +1
Gap between HOMO and LUMO: 9.815 eV
Relative energy (zero: lowest compared OMol25 entry of this formula, charge and spin): 663.56 kJ/mol
SMILES string: [NH3+]CCC=C=C[N+](=O)[O-]

Results of the natural (NBO) charge analysis, in e, for atoms 1 through 5:
1 N -0.761
2 C -0.218
3 C -0.443
4 C -0.189
5 C 0.142

---

[2]
Formula: C4H3N3
Source: the OMol25 dataset
Level of theory: ωB97M-V/def2-TZVPD

Structure (XYZ):
```
10
C4H3N3 (ωB97M-V/def2-TZVPD)
N -1.47 0.40 -3.03
C -0.96 0.30 -1.99
C -0.41 0.22 -0.67
N -0.80 0.96 0.33
C -0.09 0.50 1.42
C 0.69 -0.56 1.07
N 0.51 -0.75 -0.29
H -0.13 1.01 2.36
H 1.33 -1.23 1.63
H 1.36 -0.86 -0.81
```

Values from the calculation:
Max |F|: 1.532 eV/A
Net charge: 0
Gap between HOMO and LUMO: 10.092 eV
Relative energy (zero: lowest compared OMol25 entry of this formula, charge and spin): 37.44 kJ/mol
SMILES string: N#Cc1ncc[nH]1

Results of the natural (NBO) charge analysis, in e, for atoms 1 through 5:
1 N -0.265
2 C 0.239
3 C 0.212
4 N -0.370
5 C -0.090

---

[3]
Formula: C47H50NO4PPtSiTe
Source: the OMol25 dataset
Level of theory: ωB97M-V/def2-TZVPD

Structure (XYZ):
```
106
C47H50NO4PPtSiTe (ωB97M-V/def2-TZVPD)
Pt 0.37 0.03 0.35
O -1.04 -2.77 -2.61
C 0.00 -2.36 -2.11
O 0.38 -1.15 -1.94
C 1.05 -3.39 -1.68
C 1.01 -4.66 -2.23
C 2.00 -5.58 -1.96
C 3.05 -5.24 -1.11
C 3.08 -3.98 -0.53
C 2.07 -3.05 -0.79
P 2.14 -1.39 -0.03
C 3.53 -0.64 -0.97
C 4.85 -0.71 -0.53
C 5.87 -0.15 -1.28
C 5.60 0.48 -2.48
C 4.29 0.54 -2.94
C 3.26 -0.01 -2.19
C 2.84 -1.71 1.65
C 3.41 -0.64 2.34
C 3.75 -0.75 3.68
C 3.50 -1.94 4.36
C 2.90 -2.99 3.69
C 2.57 -2.88 2.35
H 0.18 -4.89 -2.90
H 1.97 -6.57 -2.41
H 3.84 -5.95 -0.91
H 3.89 -3.73 0.14
H 5.08 -1.21 0.40
H 6.89 -0.21 -0.91
H 6.40 0.92 -3.06
H 4.06 1.03 -3.88
H 2.23 0.04 -2.54
H 3.56 0.31 1.84
H 4.18 0.10 4.19
H 3.76 -2.02 5.41
H 2.68 -3.91 4.22
H 2.07 -3.70 1.86
C 0.91 9.13 4.95
C 0.82 7.80 4.25
C -0.07 6.82 4.66
C -0.16 5.59 4.01
C -1.14 4.58 4.54
C 0.68 5.31 2.93
Te 0.57 3.30 1.96
N 0.70 1.08 2.30
C 0.06 0.14 2.94
O -0.09 -1.00 2.36
C -0.47 0.26 4.32
C -0.09 -0.67 5.29
C -0.58 -0.56 6.58
C -1.49 0.44 6.91
C -1.90 1.33 5.94
C -1.39 1.25 4.65
C 2.67 3.08 2.19
C 3.46 2.93 1.04
C 2.89 2.93 -0.35
C 4.83 2.74 1.20
C 5.43 2.68 2.45
C 6.90 2.44 2.59
C 4.61 2.81 3.57
C 3.24 2.99 3.46
C 2.41 3.04 4.71
C 1.56 6.31 2.47
C 2.43 6.15 1.26
C 1.62 7.52 3.15
H 0.27 9.15 5.84
H 0.59 9.94 4.30
H 1.93 9.34 5.27
H -0.73 7.02 5.50
H -1.81 5.04 5.26
H -0.62 3.76 5.04
H -1.75 4.15 3.74
H 0.61 -1.45 5.02
H -0.26 -1.28 7.34
H -1.88 0.51 7.92
H -2.62 2.10 6.18
H -1.72 1.93 3.87
H 2.18 2.10 -0.47
H 3.68 2.80 -1.09
H 2.34 3.85 -0.58
H 5.44 2.62 0.31
H 7.41 2.50 1.63
H 7.09 1.44 3.00
H 7.36 3.16 3.27
H 5.05 2.73 4.56
H 3.01 2.75 5.58
H 1.56 2.35 4.64
H 2.01 4.04 4.89
H 1.92 5.56 0.49
H 3.37 5.65 1.49
H 2.66 7.12 0.83
H 2.30 8.29 2.79
C -3.18 -0.60 0.75
Si -2.72 1.10 0.09
C -3.67 2.39 1.11
C -3.33 1.19 -1.68
O -1.14 1.44 0.21
H -4.27 -0.71 0.79
H -2.78 -0.77 1.75
H -2.78 -1.38 0.10
H -4.61 2.68 0.62
H -3.07 3.29 1.24
H -3.92 2.01 2.11
H -4.41 0.98 -1.73
H -2.81 0.45 -2.30
H -3.16 2.18 -2.11
```

Values from the calculation:
Max |F|: 0.722 eV/A
Net charge: -1
Gap between HOMO and LUMO (spin up / spin down): 5.952 / 6.767 eV
Expectation value of S²: 3.767
Relative energy (zero: lowest compared OMol25 entry of this formula, charge and spin): 0.00 kJ/mol
Multiplicity: 4

Results of the Mulliken charge analysis, in e, for atoms 1 through 5:
1 Pt 2.212
2 O -0.790
3 C -0.055
4 O -0.567
5 C 0.228

---

[4]
Formula: C5H10O2
Source: the OMol25 dataset
Level of theory: ωB97M-V/def2-TZVPD

Structure (XYZ):
```
17
C5H10O2 (ωB97M-V/def2-TZVPD)
C -0.83 1.21 1.84
O -0.95 0.50 0.60
C -0.04 0.75 -0.80
C 1.43 0.44 -0.97
C 0.34 -0.51 -1.47
C 0.07 -1.80 -0.41
O -1.21 -1.83 0.05
H -1.71 1.85 2.00
H 0.06 1.83 1.78
H -0.75 0.54 2.71
H -0.53 1.64 -1.16
H 2.07 1.08 -1.59
H 1.98 0.06 -0.10
H 0.13 -0.73 -2.53
H 0.41 -2.71 -0.95
H 0.78 -1.56 0.40
H -1.25 -0.76 0.60
```

Values from the calculation:
Max |F|: 3.109 eV/A
Net charge: 0
Gap between HOMO and LUMO: 9.628 eV
Relative energy (zero: lowest compared OMol25 entry of this formula, charge and spin): 467.94 kJ/mol

Results of the natural (NBO) charge analysis, in e, for atoms 1 through 5:
1 C -0.243
2 O -0.614
3 C 0.121
4 C -0.461
5 C -0.296

---

Question: Which value of max |F| does entry 3 give?
Answer: 0.722 eV/A

---

Copy entry 1 word for word.
Formula: C5H9N2O2
Source: the OMol25 dataset
Level of theory: ωB97M-V/def2-TZVPD

Structure (XYZ):
```
18
C5H9N2O2 (ωB97M-V/def2-TZVPD)
N 0.11 -1.43 0.20
C -0.72 -0.42 -0.58
C -0.99 0.87 0.20
C 0.27 1.55 0.66
C 1.42 1.35 0.02
C 2.60 0.98 -0.53
N 3.33 -0.09 0.05
O 4.52 -0.07 -0.13
O 2.70 -1.04 0.59
H 0.09 -2.36 -0.23
H 0.04 -1.50 1.19
H 1.30 -1.26 0.31
H -0.28 -0.26 -1.56
H -1.60 -0.81 -0.90
H -1.49 1.68 -0.40
H -1.63 0.67 0.98
H 0.11 2.25 1.37
H 3.16 1.40 -1.37
```

Values from the calculation:
Max |F|: 5.252 eV/A
Net charge: +1
Gap between HOMO and LUMO: 9.815 eV
Relative energy (zero: lowest compared OMol25 entry of this formula, charge and spin): 663.56 kJ/mol
SMILES string: [NH3+]CCC=C=C[N+](=O)[O-]

Results of the natural (NBO) charge analysis, in e, for atoms 1 through 5:
1 N -0.761
2 C -0.218
3 C -0.443
4 C -0.189
5 C 0.142

---

Question: Which value of net charge does entry 3 give?
Answer: -1

---

Question: Among the records above, which one has the highest net charge?
Answer: C5H9N2O2